[1]
# C14H24N4O5

The molecule C14H24N4O5 (wB97M-V/def2-TZVPD, the OMol25 dataset).

Bonds (Å) are listed after each position.
Positions of all 47 atoms, in Å:
1 C 0.44352 2.40823 -0.52528  H2 1.089, H3 1.088, H4 1.088, C5 1.528
2 H 0.39268 1.49863 -1.12114  C1 1.089
3 H -0.01617 2.22198 0.44266  C1 1.088
4 H -0.12479 3.18326 -1.03627  C1 1.088
5 C 1.89303 2.85670 -0.34462  C1 1.528, C6 1.527, C10 1.535, H47 1.096
6 C 2.54981 3.11534 -1.69922  C5 1.527, H7 1.088, H8 1.088, H9 1.087
7 H 2.03516 3.92113 -2.21755  C6 1.088
8 H 2.51142 2.23322 -2.33413  C6 1.088
9 H 3.59080 3.40063 -1.56994  C6 1.087
10 C 2.69830 1.86372 0.50404  C5 1.535, C11 1.526, H45 1.092, H46 1.092
11 C 2.75417 0.44023 -0.04177  C10 1.526, N12 1.454, H39 1.096, C40 1.548
12 N 1.63887 -0.35209 0.44918  C11 1.454, C13 1.330, H38 1.016
13 C 1.11724 -1.37494 -0.22264  N12 1.330, O14 1.227, C15 1.540
14 O 1.56020 -1.79945 -1.28495  C13 1.227
15 C -0.12911 -1.98568 0.44507  C13 1.540, N16 1.449, C32 1.537, H37 1.096
16 N -1.23231 -1.04891 0.38128  C15 1.449, C17 1.340, H31 1.012
17 C -1.39837 -0.04814 1.25655  N16 1.340, O18 1.219, C19 1.525
18 O -0.60595 0.19465 2.15065  C17 1.219
19 C -2.67733 0.75731 1.05038  C17 1.525, N20 1.442, C25 1.544, H30 1.099
20 N -2.95443 0.99366 -0.34516  C19 1.442, C21 1.357, H29 1.008
21 C -4.25421 0.85363 -0.70921  N20 1.357, O22 1.204, C23 1.521
22 O -4.69720 1.07940 -1.80603  C21 1.204
23 C -5.01066 0.36976 0.51876  C21 1.521, H24 1.091, C25 1.528, H28 1.088
24 H -5.61565 1.20210 0.88236  C23 1.091
25 C -3.92374 -0.02423 1.51762  C19 1.544, C23 1.528, H26 1.091, H27 1.087
26 H -3.72835 -1.09600 1.45809  C25 1.091
27 H -4.18295 0.21851 2.54533  C25 1.087
28 H -5.68183 -0.44742 0.26372  C23 1.088
29 H -2.28501 1.44913 -0.94525  N20 1.008
30 H -2.56997 1.69980 1.60628  C19 1.099
31 H -1.87010 -1.17405 -0.39492  N16 1.012
32 C -0.54862 -3.27426 -0.27920  C15 1.537, O33 1.399, H35 1.093, H36 1.097
33 O -0.93587 -3.00526 -1.59611  C32 1.399, H34 0.971
34 H -0.14526 -2.68474 -2.05927  O33 0.971
35 H -1.41643 -3.71336 0.21957  C32 1.093
36 H 0.28218 -3.99032 -0.24174  C32 1.097
37 H 0.09894 -2.18350 1.49903  C15 1.096
38 H 1.20169 -0.06333 1.32021  N12 1.016
39 H 2.70280 0.43318 -1.13680  C11 1.096
40 C 4.08510 -0.25417 0.33790  C11 1.548, O41 1.208, N42 1.345
41 O 4.89684 0.22285 1.09491  C40 1.208
42 N 4.23779 -1.43790 -0.28117  C40 1.345, H43 1.007, H44 1.010
43 H 5.06222 -1.98505 -0.09556  N42 1.007
44 H 3.53018 -1.79665 -0.90665  N42 1.010
45 H 3.72526 2.22256 0.59518  C10 1.092
46 H 2.28235 1.83141 1.51368  C10 1.092
47 H 1.88607 3.80252 0.20870  C5 1.096

Calculated values
net charge = 0
LUMO energy = 0.01982 Eh
SMILES string = CC(C)C[C@H](NC(=O)[C@H](CO)NC(=O)[C@@H]1CCC(=O)N1)C(N)=O
HOMO-LUMO gap = 10.15 eV

[2]
# C9H14FIN3O2S

The ion C9H14FIN3O2S with charge -1 (wB97M-V/def2-TZVPD, the OMol25 dataset).

Bonds (Å) are listed after each position.
Positions of all 31 atoms, in Å:
1 C 2.93742 -0.38371 -0.28742  C2 1.530, H18 1.083, H19 1.089, H20 1.091
2 C 2.13637 -0.13579 0.99244  C1 1.530, C3 1.533, H21 1.090, H22 1.088
3 C 0.83626 -0.93940 1.10448  C2 1.533, I4 2.142, N5 1.467, H23 1.091
4 I 1.30326 -3.00407 0.77900  C3 2.142
5 N -0.18135 -0.30752 0.25721  C3 1.467, C6 1.464, C10 1.432
6 C -0.65698 0.90899 0.91748  N5 1.464, C7 1.548, H24 1.088, H25 1.089
7 C -0.68308 2.17455 0.02717  C6 1.548, C8 1.507, H26 1.086, H27 1.090
8 C 0.46261 2.26352 -0.94718  C7 1.507, F9 1.408, H28 1.090, H29 1.085
9 F 0.14836 3.21732 -1.93388  C8 1.408
10 C -1.21247 -1.11646 -0.32022  N5 1.432, N11 1.469, N12 1.524, C15 1.583
11 N -2.27958 -0.23467 -0.81181  C10 1.469, H30 1.015, H31 1.017
12 N -1.85477 -2.04774 0.70120  C10 1.524, C13 1.183
13 C -2.81735 -1.77599 1.33343  N12 1.183, S14 1.581
14 S -4.13223 -1.42831 2.13898  C13 1.581
15 C -0.73490 -1.93188 -1.59053  C10 1.583, O16 1.236, O17 1.268
16 O -0.89991 -3.15674 -1.58515  C15 1.236
17 O -0.30747 -1.16199 -2.50237  C15 1.268
18 H 3.66174 -1.18092 -0.17354  C1 1.083
19 H 2.25853 -0.59258 -1.11259  C1 1.089
20 H 3.48762 0.51495 -0.56896  C1 1.091
21 H 2.75422 -0.34961 1.86415  C2 1.090
22 H 1.91228 0.92786 1.02567  C2 1.088
23 H 0.52385 -0.89931 2.14858  C3 1.091
24 H -0.01383 1.14365 1.76316  C6 1.088
25 H -1.65271 0.79386 1.34425  C6 1.089
26 H -1.63509 2.20475 -0.49393  C7 1.086
27 H -0.68420 3.02263 0.71192  C7 1.090
28 H 1.35455 2.63799 -0.44503  C8 1.090
29 H 0.65515 1.31955 -1.44714  C8 1.085
30 H -2.88555 -0.81540 -1.38177  N11 1.015
31 H -1.80073 0.33247 -1.50761  N11 1.017

Calculated values
net charge = -1
LUMO energy = 0.09801 Eh
SMILES string = CC[C@H](I)N(CCCF)[C@](N)(N=C=S)C(=O)[O-]
HOMO-LUMO gap = 7.63 eV

[3]
# C4H8N2O

The molecule C4H8N2O (wB97M-V/def2-TZVPD, the OMol25 dataset).

Bonds (Å) are listed after each position.
Positions of all 15 atoms, in Å:
1 C 1.69791 0.79289 0.43762  N5 1.489, O7 1.363, H8 1.165, H9 1.033
2 C -0.40898 -0.12814 0.09823  C3 1.472, C4 1.547, O7 1.333
3 C -0.90074 0.67647 -1.03253  C2 1.472, H10 1.153, H11 1.148, H12 1.077
4 C -1.32297 -1.22117 0.70147  C2 1.547, H13 1.028, H14 1.151, H15 1.129
5 N 2.35023 -0.38241 -0.20296  C1 1.489, N6 1.154
6 N 1.76483 -1.30183 -0.58155  N5 1.154
7 O 0.48225 0.41727 0.92581  C1 1.363, C2 1.333
8 H 2.37904 1.37767 1.17989  C1 1.165
9 H 1.52156 1.46178 -0.32928  C1 1.033
10 H -0.11503 1.52023 -1.05875  C3 1.153
11 H -1.91411 1.08923 -0.68400  C3 1.148
12 H -0.98066 0.09580 -1.93648  C3 1.077
13 H -0.93899 -1.40440 1.63716  C4 1.028
14 H -1.23505 -2.15763 0.03751  C4 1.151
15 H -2.37930 -0.83576 0.80785  C4 1.129

Calculated values
net charge = 0
LUMO energy (alpha / beta) = 0.03217 / 0.02886 Eh
HOMO-LUMO gap (alpha / beta) = 8.42 / 7.80 eV

[4]
# C9H9N4

The ion C9H9N4 with charge +1 (wB97M-V/def2-TZVPD, the OMol25 dataset).

Bonds (Å) are listed after each position.
Positions of all 22 atoms, in Å:
1 C 1.39465 -0.10078 -1.43611  N10 1.143, N13 1.347
2 C -0.21779 -2.01278 0.51208  C5 1.412, C7 1.340, H14 1.080
3 C -0.97771 0.37061 -0.13312  C5 1.430, C6 1.371, H15 1.086
4 C 2.74169 0.06362 1.01087  N11 1.271, N12 1.356, H16 1.080
5 C -1.08061 -1.05375 -0.06287  C2 1.412, C3 1.430, C8 1.488
6 C 0.03971 1.28755 -0.18373  C3 1.371, C9 1.478, N13 1.400
7 C 1.00545 -1.69511 0.95722  C2 1.340, N12 1.194
8 C -2.39965 -1.59909 -0.48399  C5 1.488, H17 1.093, H18 1.088, H19 1.085
9 C -0.13533 2.72104 0.12923  C6 1.478, H20 1.095, H21 1.086, H22 1.090
10 N 1.47801 -0.93558 -2.21265  C1 1.143
11 N 2.41923 1.05548 0.28362  C4 1.271, N13 1.402
12 N 1.98250 -1.04710 1.18162  C4 1.356, C7 1.194
13 N 1.33427 0.95171 -0.59815  C1 1.347, C6 1.400, N11 1.402
14 H -0.57696 -3.02662 0.60461  C2 1.080
15 H -1.96067 0.83058 -0.08698  C3 1.086
16 H 3.65150 0.13614 1.58853  C4 1.080
17 H -3.05202 -1.70274 0.38681  C8 1.093
18 H -2.29610 -2.58752 -0.92656  C8 1.088
19 H -2.88930 -0.93574 -1.18955  C8 1.085
20 H 0.38263 2.95098 1.06585  C9 1.095
21 H -1.18085 2.99478 0.23100  C9 1.086
22 H 0.33734 3.33432 -0.63773  C9 1.090

Calculated values
net charge = +1
LUMO energy = -0.22127 Eh
SMILES string = Cc1cc#[n+]cnn(C#N)c(C)c1
HOMO-LUMO gap = 7.73 eV

[5]
# C4H4N2O2

The molecule C4H4N2O2 (wB97M-V/def2-TZVPD, the OMol25 dataset).

Bonds (Å) are listed after each position.
Positions of all 12 atoms, in Å:
1 C -1.50733 0.32108 -0.04843  C2 1.345, H6 1.078, O11 1.381
2 C -0.22410 -0.06564 0.06227  C1 1.345, C4 1.509, N9 1.431
3 C 2.00080 0.31271 -0.13520  C4 1.511, H8 1.096, N10 1.251
4 C 0.71885 1.10749 -0.05218  C2 1.509, C3 1.511, O12 1.234
5 H -2.53276 -1.31424 0.31577  O11 1.178
6 H -1.71018 1.37970 -0.02486  C1 1.078
7 H 0.47053 -2.33405 0.27362  N9 1.158
8 H 2.96675 0.81154 0.00321  C3 1.096
9 N 0.54723 -1.25418 -0.13673  C2 1.431, H7 1.158, N10 1.338
10 N 1.84261 -0.92641 -0.06391  C3 1.251, N9 1.338
11 O -2.75667 -0.25780 -0.15603  C1 1.381, H5 1.178
12 O 0.18428 2.21980 -0.03753  C4 1.234

Calculated values
net charge = 0
LUMO energy = -0.01222 Eh
SMILES string = O=C1C=NN/C1=C\O
HOMO-LUMO gap = 8.41 eV

[6]
# C21H22F2N2O5

The molecule C21H22F2N2O5 (wB97M-V/def2-TZVPD, the OMol25 dataset).

Bonds (Å) are listed after each position.
Positions of all 52 atoms, in Å:
1 C -2.18655 -1.15772 1.70444  H2 1.089, H3 1.087, H4 1.086, C5 1.526
2 H -1.79875 -1.90198 1.01113  C1 1.089
3 H -2.40215 -1.65157 2.64857  C1 1.087
4 H -1.41916 -0.40863 1.87299  C1 1.086
5 C -3.45484 -0.50639 1.16001  C1 1.526, C6 1.527, H10 1.094, C11 1.543
6 C -4.53367 -1.55607 0.90207  C5 1.527, H7 1.088, H8 1.088, H9 1.087
7 H -5.44447 -1.09670 0.52364  C6 1.088
8 H -4.18888 -2.29374 0.18040  C6 1.088
9 H -4.77319 -2.07625 1.82579  C6 1.087
10 H -3.82169 0.20786 1.90360  C5 1.094
11 C -3.18006 0.30468 -0.12395  C5 1.543, N12 1.446, C31 1.533, H52 1.098
12 N -2.45637 -0.43812 -1.13118  C11 1.446, C13 1.351, H30 1.007
13 C -1.10661 -0.40941 -1.17718  N12 1.351, O14 1.210, O15 1.341
14 O -0.43073 0.35298 -0.52511  C13 1.210
15 O -0.63645 -1.30274 -2.05974  C13 1.341, C16 1.436
16 C 0.79067 -1.34571 -2.21303  O15 1.436, C17 1.506, H28 1.093, H29 1.092
17 C 1.42588 -2.16809 -1.12243  C16 1.506, C18 1.389, C22 1.389
18 C 1.45762 -3.55342 -1.22499  C17 1.389, C19 1.383, H27 1.081
19 C 2.00391 -4.31760 -0.20934  C18 1.383, C20 1.385, H26 1.080
20 C 2.51993 -3.70385 0.91983  C19 1.385, C21 1.384, H25 1.080
21 C 2.48502 -2.32449 1.03044  C20 1.384, C22 1.384, H24 1.080
22 C 1.93925 -1.55889 0.01496  C17 1.389, C21 1.384, H23 1.079
23 H 1.90048 -0.48494 0.10825  C22 1.079
24 H 2.88173 -1.83980 1.91006  C21 1.080
25 H 2.94656 -4.30090 1.71226  C20 1.080
26 H 2.02719 -5.39377 -0.29899  C19 1.080
27 H 1.05233 -4.03158 -2.10518  C18 1.081
28 H 1.17753 -0.32379 -2.20714  C16 1.093
29 H 0.94666 -1.80037 -3.19330  C16 1.092
30 H -2.93929 -1.14566 -1.66004  N12 1.007
31 C -2.41317 1.59756 0.17639  C11 1.533, O32 1.205, O33 1.331
32 O -2.07478 1.96257 1.27355  C31 1.205
33 O -2.31718 2.34209 -0.92298  C31 1.331, C34 1.427
34 C -1.70524 3.62622 -0.80986  O33 1.427, H35 1.091, H36 1.097, C37 1.539
35 H -2.08875 4.21260 -1.64599  C34 1.091
36 H -1.98810 4.08358 0.14605  C34 1.097
37 C -0.17129 3.56782 -0.91415  C34 1.539, O38 1.206, N39 1.357
38 O 0.43566 4.14928 -1.77833  C37 1.206
39 N 0.38832 2.86058 0.09979  C37 1.357, C40 1.390, H51 1.017
40 C 1.70790 2.42939 0.17503  N39 1.390, C41 1.398, C45 1.396
41 C 2.30551 2.28186 1.43037  C40 1.398, C42 1.379, F50 1.350
42 C 3.59718 1.83062 1.60305  C41 1.379, C43 1.385, H49 1.078
43 C 4.35130 1.51003 0.48651  C42 1.385, C44 1.382, H48 1.078
44 C 3.79597 1.62195 -0.77452  C43 1.382, C45 1.385, H47 1.078
45 C 2.49148 2.06246 -0.92080  C40 1.396, C44 1.385, F46 1.342
46 F 1.97129 2.06851 -2.15750  C45 1.342
47 H 4.35178 1.35276 -1.65835  C44 1.078
48 H 5.36446 1.16085 0.60096  C43 1.078
49 H 3.99524 1.74058 2.60076  C42 1.078
50 F 1.56873 2.59377 2.51714  C41 1.350
51 H -0.21218 2.55660 0.86219  N39 1.017
52 H -4.13606 0.61497 -0.56613  C11 1.098

Calculated values
net charge = 0
LUMO energy = 0.02252 Eh
SMILES string = CC(C)[C@H](NC(=O)OCc1ccccc1)C(=O)OCC(=O)Nc1c(F)cccc1F
HOMO-LUMO gap = 9.33 eV

Summary of strongest force on any atom in eV/Å
0.738; 1.084; 3.227; 4.080; 7.100; 0.621
(order as listed above)